1 | Here is a structure of composition C36H34AsCl3F7N3NiO5S from OMol25. Energies are from ωB97M-V with the def2-TZVPD basis set.

Geometry as XYZ:
```
91
Properties=species:S:1:pos:R:3:lowdin_charge:R:1
Ni -1.836 0.560 2.560 0.616
C 5.516 -0.514 2.270 -0.075
C 4.896 -0.092 0.953 -0.190
N 3.446 0.151 1.000 -0.012
C 2.732 -0.036 2.131 0.039
C 1.393 0.167 2.273 -0.002
C 0.814 -0.121 3.653 -0.575
O 1.603 -0.417 4.539 0.046
O -0.458 -0.046 3.785 -0.075
C 0.658 0.636 1.145 -0.248
O -0.553 0.908 1.109 -0.027
C 1.420 0.828 -0.089 -0.031
C 0.738 1.248 -1.230 0.114
C 1.416 1.406 -2.402 -0.180
F 0.727 1.746 -3.515 0.067
C 2.799 1.204 -2.492 -0.140
C 3.476 0.791 -1.355 0.052
C 2.794 0.580 -0.148 -0.122
N 3.522 1.432 -3.688 -0.105
C 2.993 2.263 -4.758 -0.129
C 4.164 2.638 -5.682 -0.071
N 5.427 2.559 -4.872 0.054
C 5.757 1.122 -4.546 -0.069
C 4.436 0.426 -4.189 -0.126
H 6.588 -0.627 2.117 0.085
H 5.128 -1.470 2.621 0.089
H 5.368 0.232 3.050 0.091
H 5.081 -0.862 0.199 0.125
H 5.374 0.829 0.609 0.122
H 3.265 -0.371 3.008 0.127
H -0.329 1.431 -1.169 0.124
H 4.548 0.664 -1.404 0.101
H 2.554 3.162 -4.328 0.140
H 2.224 1.772 -5.361 0.135
H 4.067 3.645 -6.081 0.139
H 4.290 1.943 -6.509 0.136
H 5.255 3.040 -3.986 0.184
H 6.207 3.017 -5.340 0.185
H 6.461 1.144 -3.716 0.134
H 6.241 0.690 -5.420 0.136
H 4.612 -0.346 -3.445 0.131
H 4.021 -0.073 -5.074 0.137
Cl -3.674 1.605 9.414 0.772
C -3.541 1.092 7.790 -0.631
C -2.937 1.948 6.858 -0.099
C -2.827 1.535 5.565 -0.509
Cl -2.169 2.553 4.365 0.912
C -3.318 0.241 5.124 -0.393
O -3.215 -0.152 3.952 -0.039
C -3.948 -0.583 6.143 -0.554
Cl -4.539 -2.109 5.659 0.789
C -4.047 -0.167 7.437 -0.110
H -2.574 2.917 7.167 0.120
H -4.506 -0.794 8.188 0.117
F -3.337 1.465 1.478 -0.299
As -3.257 3.085 0.621 0.757
F -4.106 3.741 1.967 -0.239
F -3.157 4.598 -0.168 -0.214
F -4.730 2.649 -0.142 -0.211
F -2.373 2.298 -0.650 -0.240
F -1.752 3.339 1.464 -0.266
O -2.183 -1.193 1.531 -0.525
S -3.343 -2.152 1.652 1.029
C -4.656 -1.442 0.622 -0.265
C -4.289 -1.207 -0.811 -0.267
C -3.342 -0.242 -1.146 -0.039
C -3.002 -0.039 -2.475 -0.058
C -3.598 -0.793 -3.477 -0.083
C -4.549 -1.749 -3.149 -0.090
C -4.895 -1.951 -1.820 -0.064
C -2.888 -3.598 0.608 -0.239
C -1.579 -3.461 -0.110 -0.264
C -0.373 -3.508 0.584 -0.040
C 0.829 -3.419 -0.098 -0.082
C 0.837 -3.270 -1.479 -0.098
C -0.360 -3.201 -2.173 -0.073
C -1.564 -3.292 -1.490 -0.028
H -4.917 -0.514 1.136 0.098
H -5.490 -2.140 0.730 0.102
H -2.887 0.359 -0.371 0.066
H -2.283 0.730 -2.728 0.096
H -3.339 -0.623 -4.514 0.101
H -5.031 -2.329 -3.925 0.105
H -5.649 -2.689 -1.567 0.115
H -3.699 -3.734 -0.106 0.086
H -2.878 -4.441 1.299 0.095
H -0.373 -3.622 1.662 0.123
H 1.760 -3.475 0.452 0.101
H 1.779 -3.212 -2.012 0.094
H -0.365 -3.082 -3.250 0.103
H -2.500 -3.230 -2.032 0.102
```

Output
HOMO energy (spin up / spin down), Ha: -0.3864 / -0.3862
⟨S²⟩: 3.789
Net charge: +1
Lowest unoccupied orbital energy (spin up / spin down), eV: -3.232 / -4.397
Spin multiplicity: 4



2 | Here is a structure of composition C36H34AsCl3F7N3NiO5S from OMol25. Energies are from ωB97M-V with the def2-TZVPD basis set.

Geometry as XYZ:
```
91
Properties=species:S:1:pos:R:3:lowdin_charge:R:1
Ni 1.205 -0.897 -0.114 0.782
C -2.574 5.098 1.774 -0.058
C -2.435 4.868 0.272 -0.183
N -2.019 3.505 -0.050 -0.026
C -0.709 3.268 -0.300 0.055
C -0.194 2.062 -0.635 -0.034
C 1.302 1.991 -0.923 -0.586
O 1.834 3.073 -1.144 0.043
O 1.832 0.835 -0.938 -0.049
C -1.028 0.917 -0.734 -0.300
O -0.639 -0.236 -0.998 -0.037
C -2.448 1.180 -0.476 -0.033
C -3.356 0.125 -0.566 0.083
C -4.682 0.322 -0.301 -0.188
F -5.535 -0.722 -0.429 0.061
C -5.174 1.577 0.080 -0.142
C -4.271 2.624 0.164 0.054
C -2.908 2.460 -0.117 -0.116
N -6.525 1.818 0.430 -0.115
C -7.426 0.722 0.761 -0.127
C -8.642 1.335 1.491 -0.072
N -8.222 2.672 2.008 0.049
C -8.064 3.632 0.873 -0.073
C -7.249 2.901 -0.217 -0.115
H -2.916 6.117 1.956 0.080
H -1.611 4.965 2.264 0.088
H -3.280 4.399 2.222 0.066
H -1.673 5.537 -0.124 0.127
H -3.367 5.094 -0.249 0.115
H -0.028 4.108 -0.241 0.152
H -2.995 -0.849 -0.867 0.124
H -4.639 3.596 0.464 0.104
H -6.904 0.021 1.409 0.137
H -7.778 0.172 -0.117 0.134
H -8.966 0.704 2.315 0.139
H -9.485 1.486 0.820 0.137
H -7.289 2.542 2.413 0.186
H -8.857 3.031 2.719 0.189
H -7.551 4.520 1.239 0.136
H -9.048 3.916 0.506 0.137
H -6.561 3.585 -0.705 0.130
H -7.922 2.501 -0.986 0.137
Cl -1.286 -7.951 0.169 0.776
C -0.621 -6.411 -0.155 -0.638
C -1.178 -5.278 0.438 -0.113
C -0.620 -4.049 0.210 -0.533
Cl -1.306 -2.679 0.945 0.865
C 0.563 -3.871 -0.622 -0.366
O 1.189 -2.797 -0.823 -0.027
C 1.048 -5.087 -1.237 -0.526
Cl 2.411 -4.964 -2.261 0.888
C 0.480 -6.309 -1.006 -0.113
H -2.048 -5.361 1.074 0.116
H 0.888 -7.193 -1.474 0.117
F 0.437 0.337 1.648 -0.254
As 1.228 -0.407 3.091 0.771
F 1.557 -1.823 2.043 -0.309
F 1.996 -1.218 4.394 -0.218
F -0.311 -1.077 3.531 -0.261
F 0.845 1.015 3.991 -0.229
F 2.719 0.304 2.584 -0.250
O 3.266 -1.206 0.021 -0.546
S 4.250 -1.566 1.094 1.030
C 4.722 -3.296 0.615 -0.243
C 5.367 -3.382 -0.732 -0.297
C 4.641 -3.114 -1.891 -0.142
C 5.260 -3.173 -3.130 -0.089
C 6.608 -3.489 -3.228 -0.083
C 7.340 -3.742 -2.078 -0.073
C 6.721 -3.694 -0.838 -0.057
C 5.888 -0.715 0.731 -0.219
C 5.822 0.420 -0.225 -0.274
C 5.614 1.721 0.219 -0.033
C 5.616 2.772 -0.676 -0.071
C 5.800 2.536 -2.032 -0.077
C 5.981 1.241 -2.486 -0.069
C 5.993 0.189 -1.586 -0.026
H 3.757 -3.804 0.636 0.088
H 5.369 -3.668 1.411 0.100
H 3.599 -2.841 -1.822 0.054
H 4.692 -2.950 -4.024 0.111
H 7.088 -3.535 -4.197 0.105
H 8.400 -3.954 -2.142 0.106
H 7.287 -3.920 0.058 0.117
H 6.552 -1.494 0.364 0.075
H 6.200 -0.371 1.716 0.095
H 5.458 1.914 1.275 0.118
H 5.459 3.782 -0.328 0.106
H 5.793 3.363 -2.728 0.103
H 6.111 1.046 -3.543 0.104
H 6.152 -0.823 -1.937 0.096
```

Output
HOMO energy (spin up / spin down), Ha: -0.3583 / -0.3588
⟨S²⟩: 3.787
Net charge: +1
Lowest unoccupied orbital energy (spin up / spin down), eV: -3.201 / -4.949
Spin multiplicity: 4



1 is preferred energetically. Next in line: 123.5 kJ/mol higher.



1 | Here is the molecule C8H7N3 from OMol25. Energies are from ωB97M-V with the def2-TZVPD basis set.

Geometry as XYZ:
```
18
Properties=species:S:1:pos:R:3:lowdin_charge:R:1
C -2.588 -0.306 2.285 -0.038
C -1.474 -0.331 1.225 -0.357
C 0.710 -0.739 -0.177 -0.202
C 1.813 -1.020 -1.069 -0.004
C 2.291 -0.005 -1.884 -0.094
C 1.645 1.232 -1.910 -0.088
C 0.580 1.462 -1.062 -0.037
C 0.079 0.521 -0.153 -0.241
H -3.109 0.685 2.257 0.078
H -2.152 -0.347 3.333 0.096
H -3.416 -0.978 2.264 0.054
H 2.337 -1.981 -0.882 0.122
H 3.123 -0.116 -2.566 0.101
H 2.006 2.058 -2.617 0.134
H 0.084 2.481 -1.137 0.134
N -1.016 -1.573 1.040 0.053
N 0.123 -1.806 0.468 0.101
N -1.037 0.763 0.585 0.189
```

Output
SMILES string: Cc1nnc2ccccc2n1
HOMO energy, Ha: -0.3398
Lowest unoccupied orbital energy, eV: -0.735



2 | Here is the molecule C8H7N3 from OMol25. Energies are from ωB97M-V with the def2-TZVPD basis set.

Geometry as XYZ:
```
18
Properties=species:S:1:pos:R:3:lowdin_charge:R:1
C -1.683 1.022 2.040 -0.065
C -2.418 1.704 1.163 -0.021
C -1.946 1.623 -0.187 -0.182
C -0.396 0.177 0.194 -0.224
C -0.658 0.129 1.591 0.028
C 0.777 -0.562 -0.232 -0.266
C 2.367 -1.157 -1.746 -0.085
C 2.208 -2.067 -0.775 -0.175
H -1.848 0.973 3.064 0.085
H -3.176 2.144 1.230 -0.013
H -2.653 2.233 -0.957 0.157
H -0.105 -0.437 2.497 0.166
H 1.128 0.667 -1.668 0.072
H 3.178 -1.079 -2.461 0.108
H 2.456 -3.087 -0.522 0.098
N -1.025 0.978 -0.640 0.107
N 1.461 -0.159 -1.412 0.117
N 1.208 -1.767 0.127 0.095
```

Output
SMILES string: c1ccc(-c2ncc[nH]2)nc1
HOMO energy, Ha: -0.3073
Lowest unoccupied orbital energy, eV: 0.501



1 is preferred energetically. Next in line: 157.5 kJ/mol higher.



1 | Here is a structure of composition C4H12FeO8P from OMol25. Energies are from ωB97M-V with the def2-TZVPD basis set.

Geometry as XYZ:
```
26
Properties=species:S:1:pos:R:3:lowdin_charge:R:1
Fe -0.475 -0.153 -0.271 0.636
P -2.590 -0.509 -1.643 -0.045
O -2.185 0.743 -0.714 -0.480
O -3.807 -1.217 -1.064 -0.466
O -1.292 -1.453 -1.409 -0.464
O -2.687 -0.075 -3.100 -0.461
C 1.046 -2.251 1.179 -0.189
C 0.145 -1.603 2.213 -0.214
O -1.017 -1.165 1.527 -0.084
O 1.386 -1.311 0.124 -0.091
H 0.510 -3.089 0.725 0.134
H 1.949 -2.638 1.663 0.119
H 0.647 -0.727 2.645 0.115
H -0.098 -2.332 2.988 0.125
H -1.831 -1.180 2.039 0.131
H 2.150 -1.688 -0.318 0.107
C 1.281 2.226 -0.011 -0.196
C 0.745 2.282 -1.425 -0.205
O 0.389 0.967 -1.867 -0.101
O 0.361 1.538 0.869 -0.090
H 1.411 3.258 0.329 0.122
H 2.266 1.749 0.031 0.118
H 1.537 2.682 -2.068 0.120
H -0.126 2.941 -1.455 0.133
H -0.097 1.025 -2.704 0.116
H 0.382 1.981 1.720 0.108
```

Output
HOMO energy (spin up / spin down), Ha: -0.0825 / -0.0779
⟨S²⟩: 6.012
Net charge: -1
Lowest unoccupied orbital energy (spin up / spin down), eV: 2.140 / 2.124
Spin multiplicity: 5



2 | Here is a structure of composition C4H12FeO8P from OMol25. Energies are from ωB97M-V with the def2-TZVPD basis set.

Geometry as XYZ:
```
26
Properties=species:S:1:pos:R:3:lowdin_charge:R:1
Fe -3.281 -20.514 3.666 0.670
P -3.026 -23.818 2.736 -0.084
O -4.056 -24.986 2.822 -0.414
O -2.631 -23.057 4.061 -0.423
O -3.975 -22.699 2.293 -0.324
O -1.795 -24.081 1.790 -0.515
C 0.183 -19.665 3.099 -0.278
C -0.070 -18.583 4.187 -0.243
O -1.169 -19.027 4.915 -0.068
O -0.887 -19.702 2.269 -0.057
H 0.287 -20.678 3.487 0.134
H 1.085 -19.431 2.535 0.116
H -0.236 -17.635 3.676 0.113
H 0.786 -18.474 4.853 0.115
H -1.117 -18.530 5.734 0.090
H -0.582 -20.214 1.516 0.113
C -6.489 -18.655 4.539 -0.217
C -5.785 -17.556 3.753 -0.238
O -4.699 -18.084 3.009 -0.063
O -5.467 -19.460 5.154 -0.082
H -7.146 -19.333 3.993 0.123
H -7.129 -18.189 5.288 0.112
H -5.422 -16.842 4.493 0.114
H -6.450 -17.003 3.090 0.120
H -4.557 -17.410 2.341 0.091
H -5.914 -20.033 5.781 0.095
```

Output
HOMO energy (spin up / spin down), Ha: -0.1058 / -0.0931
⟨S²⟩: 6.085
Net charge: -1
Lowest unoccupied orbital energy (spin up / spin down), eV: 2.035 / 2.063
Spin multiplicity: 5



1 is preferred energetically. Next in line: 504.1 kJ/mol higher.



1 | Here is the ion C2H6FN2 with charge +1 from OMol25. Energies are from ωB97M-V with the def2-TZVPD basis set.

Geometry as XYZ:
```
11
Properties=species:S:1:pos:R:3:lowdin_charge:R:1
C 0.275 -0.251 0.658 -0.300
C -1.051 0.644 -1.140 -0.025
N 1.223 -0.948 1.286 0.272
N 0.138 0.316 -0.512 0.078
F -0.900 -0.309 1.307 0.153
H -1.049 1.643 -1.616 0.129
H -1.821 0.599 -0.347 0.125
H -1.204 0.024 -1.940 0.082
H 2.244 -0.964 1.124 0.173
H 1.119 -1.214 2.203 0.109
H 1.026 0.461 -1.024 0.203
```

Output
SMILES string: C/[NH+]=C(/N)F
HOMO energy, Ha: -0.5882
Net charge: +1
Lowest unoccupied orbital energy, eV: -3.814



2 | Here is a cluster of 2 separate species, C2H6FN2 in total from OMol25. Energies are from ωB97M-V with the def2-TZVPD basis set.

Geometry as XYZ:
```
11
Properties=species:S:1:pos:R:3:lowdin_charge:R:1
C 1.610 -0.064 0.007 -0.031
C -1.442 0.700 0.244 -0.190
N 2.527 -0.905 0.187 0.255
N -0.723 -0.190 -0.449 0.157
F 1.997 1.247 -0.129 0.064
H -1.573 1.710 -0.087 0.089
H -1.311 0.833 1.404 0.160
H -2.460 0.252 0.205 0.155
H 2.208 -1.837 -0.012 0.158
H 3.405 -0.477 0.130 0.137
H -0.631 0.134 -1.342 0.045
```

Output
HOMO energy (spin up / spin down), Ha: -0.5638 / -0.5587
Net charge: +1
Lowest unoccupied orbital energy (spin up / spin down), eV: -6.456 / -6.964



1 is preferred energetically. Next in line: 489.2 kJ/mol higher.